C45H67B2N6O19 | ωB97M-V/def2-TZVPD

Geometry (Å):
O 1.201 -9.868 4.628
O -5.482 -5.718 -6.732
O 2.369 -5.913 -0.669
O 3.919 -8.502 4.878
O 2.793 -9.184 0.337
O -4.802 -4.570 -4.680
O 3.865 4.122 -8.868
O -5.264 -7.647 -7.760
O 10.466 6.310 1.054
O 3.706 -8.464 2.602
O -6.949 -8.602 -5.340
O 5.138 5.544 -0.463
O 3.242 -8.448 -1.807
O -7.042 -1.910 -5.098
O -4.154 -2.563 -4.230
O -6.939 -4.227 -5.581
O 1.483 -9.197 2.450
O -6.379 -6.483 -4.634
O 2.213 -7.206 1.212
N 1.160 0.865 -0.644
N 4.816 -2.830 6.050
N -5.006 -5.322 4.994
N -1.003 7.896 1.582
N -8.651 -2.603 -0.981
N -5.373 2.182 -2.684
C 3.868 7.584 -0.909
C 1.867 -9.317 3.684
C -1.742 -2.434 0.336
C -5.864 2.454 -1.422
C -0.638 -0.245 0.895
C -5.629 -6.957 -6.778
C -4.338 -6.315 4.333
C 0.171 1.863 -1.303
C 1.072 2.663 -2.301
C -4.581 4.127 -2.091
C 2.145 0.594 -1.828
C 9.954 7.181 2.054
C 1.882 1.698 0.472
C 3.721 1.987 2.099
C 3.262 -8.652 3.837
C -2.500 6.361 2.057
C -8.195 -2.652 1.203
C -1.162 -1.619 1.493
C -8.715 -1.924 0.192
C 2.986 -8.280 -0.587
C -5.018 -3.322 -4.611
C -1.111 6.678 2.201
C -4.620 3.180 -3.101
C 2.345 1.838 -2.623
C 5.436 -1.723 6.563
C 0.497 -0.413 -0.110
C -4.293 -4.970 6.141
C 4.390 -3.610 7.127
C -3.210 7.391 1.637
C 5.300 6.952 -0.700
C 4.547 -2.808 8.269
C 2.577 3.641 -9.062
C -3.088 -6.234 4.779
C -3.039 -5.379 5.879
C -5.381 3.665 -1.088
C -7.933 -3.946 0.680
C -6.464 -3.002 -5.119
C 1.488 4.771 -8.949
C -2.270 8.370 1.389
C 5.224 -1.649 7.944
C -8.212 -3.861 -0.687
C 2.533 -6.976 -0.045
C -6.362 -7.539 -5.478
C 8.906 6.351 2.874
C 3.252 1.161 0.934
B 2.576 -8.559 1.664
B -5.931 -5.262 -5.392
H 5.476 -0.834 8.606
H 8.574 5.404 2.448
H -8.012 -2.432 2.244
H 0.536 2.840 -3.234
H 4.411 4.140 -9.657
H 4.130 8.641 -0.966
H 3.367 7.176 -1.787
H 4.926 -3.097 5.083
H 4.805 2.099 2.124
H 9.519 7.933 1.397
H -4.849 -6.802 3.516
H -9.120 -2.322 -1.830
H -2.281 -6.861 4.431
H 3.181 7.689 -0.069
H -1.467 0.368 0.542
H 2.103 2.655 -0.001
H 5.983 5.139 -0.670
H -0.163 8.449 1.481
H -0.425 -2.150 2.095
H 0.053 -0.881 -0.989
H 1.204 -1.174 0.222
H -5.516 1.301 -3.158
H -9.034 -0.894 0.133
H -2.411 -1.883 -0.326
H -5.973 -5.035 4.962
H 3.273 1.544 2.988
H 1.150 1.879 1.259
H -6.583 1.935 -0.806
H 3.264 0.121 1.261
H 1.287 3.647 -1.884
H 3.964 -4.586 6.947
H 10.856 7.442 2.608
H 5.911 7.319 0.124
H -1.885 -1.490 2.298
H 2.542 3.273 -10.087
H -2.291 -3.316 0.666
H -0.191 0.366 1.679
H 1.687 5.572 -9.660
H 3.379 3.009 1.936
H -4.108 5.095 -2.011
H 1.488 5.293 -7.992
H 11.347 6.649 0.880
H 3.253 2.290 -2.224
H -4.280 7.405 1.485
H 0.450 4.471 -9.092
H 3.036 0.181 -1.356
H -7.435 -4.699 1.274
H 5.977 -1.107 5.859
H -0.329 2.462 -0.542
H 4.037 1.185 0.178
H -5.532 4.207 -0.166
H -0.243 6.134 2.544
H 2.511 2.873 -8.292
H -2.970 5.433 2.348
H 8.044 7.017 2.912
H -2.529 9.330 0.967
H -8.084 -4.659 -1.403
H 9.155 6.261 3.932
H -4.691 -4.291 6.880
H -1.008 -2.837 -0.362
H 2.435 1.779 -3.708
H 5.866 7.128 -1.615
H -2.098 -5.292 6.401
H 4.149 -3.168 9.206
H -3.966 3.082 -3.955
H -0.558 1.172 -1.724
H 1.666 -0.102 -2.517

Output
Charge: -1
Orbital gap in eV: 7.1
DFT total energy in hartree: -3562.92501
Molecular weight in g mol⁻¹: 1017.7

C45H67N6O26P | ωB97M-V/def2-TZVPD

Geometry (Å):
P 0.354 -1.152 5.982
O 1.514 3.618 1.047
O 2.827 0.707 3.427
O 0.694 -0.886 4.599
O 0.339 7.123 -4.985
O 3.858 -1.769 2.669
O -0.161 0.987 -1.320
O 0.265 2.621 3.342
O 6.480 0.276 -0.583
O 3.857 5.629 -2.416
O -6.303 -1.629 -1.984
O -1.174 4.075 -0.794
O 5.196 2.599 -0.053
O 0.128 -3.104 -4.621
O 0.380 2.992 -2.918
O 3.532 -2.648 -4.514
O 0.892 -4.847 -2.511
O 1.462 -0.855 7.077
O -5.947 -4.116 4.912
O -2.048 -4.641 -4.165
O 0.591 6.058 1.738
O -0.681 -3.569 -9.188
O -0.052 -2.659 6.239
O 2.889 8.087 -1.743
O -2.464 -5.504 -8.709
O -0.881 -0.409 6.589
O -1.345 8.130 -3.104
N -4.238 -2.594 4.756
N 2.498 -4.362 -0.962
N -0.719 -0.450 0.310
N 3.504 -0.770 -3.206
N -1.700 3.702 3.261
N -6.120 -2.771 -3.935
C -1.768 -4.427 -5.305
C -2.465 -4.990 -6.452
C -2.042 -4.777 -7.692
C -0.305 -3.153 -6.888
C -0.928 -3.819 -8.017
C -5.820 -4.089 -4.397
C 0.540 5.076 -3.851
C 3.954 1.652 1.693
C 3.599 0.560 2.361
C 2.056 -4.629 -2.197
C -0.860 4.683 -1.780
C 4.952 -0.723 -3.136
C 3.810 -3.810 -0.773
C -1.343 6.063 -2.009
C -7.329 -2.217 -4.499
C -5.159 -3.352 5.444
C 2.467 7.020 -1.072
C -0.471 3.522 3.737
C 2.684 4.602 -0.655
C 5.567 0.284 0.395
C -5.781 -2.428 -2.673
C -0.953 6.859 -2.988
C 3.107 5.717 -1.488
C 4.958 1.653 0.639
C -2.561 4.739 3.820
C 2.832 -1.273 6.776
C 0.058 4.247 -2.918
C -4.245 -2.427 3.331
C 1.372 6.012 0.858
C -3.089 -2.022 5.452
C 2.758 0.088 -2.305
C 1.680 -4.429 0.202
C -0.924 1.018 6.701
C -2.087 2.973 2.079
C -0.657 -0.742 1.735
C -0.576 -3.549 -5.643
C -0.014 6.409 -4.052
C -1.094 -1.509 -0.590
C -0.306 0.748 -0.136
C 1.692 7.143 0.001
C 5.216 -0.826 1.004
C 1.885 4.689 0.385
C 2.938 -1.772 -3.901
C 0.057 -3.216 7.520
C 4.213 -0.786 2.090
H -2.003 6.497 -1.263
H 3.084 3.631 -0.931
H -2.514 1.982 2.245
H 0.209 -0.356 2.266
H 3.394 0.318 -1.452
H 2.327 -0.119 3.594
H -0.169 2.411 -2.307
H -0.033 1.421 7.202
H -2.820 3.507 1.480
H 2.260 -4.947 0.966
H -3.467 -3.025 2.847
H -0.817 -3.802 7.789
H -0.087 4.315 4.396
H 3.782 -2.797 -0.375
H -5.230 -2.679 2.949
H 1.469 -3.449 0.647
H 3.047 -1.356 5.716
H 3.497 -0.550 7.248
H -0.668 -1.820 1.901
H 3.406 7.793 -2.517
H 1.832 -1.745 -3.849
H -2.898 -2.630 6.337
H -7.188 -1.966 -5.552
H -2.133 -2.166 4.948
H 0.021 -3.717 -3.851
H 0.264 -2.524 8.335
H -2.145 -5.053 -9.519
H -4.999 -4.571 -3.870
H -6.695 -4.731 -4.520
H 5.235 -1.440 -2.362
H 6.923 1.135 -0.681
H -0.951 8.448 -3.946
H -2.647 4.638 4.901
H 3.497 2.601 1.959
H -0.880 1.513 5.722
H -1.524 -0.321 2.262
H 1.190 4.610 -4.581
H -4.995 -3.178 6.523
H 0.910 -3.901 7.505
H -0.123 1.480 0.659
H 0.948 3.894 1.798
H -0.429 -2.363 -0.499
H -3.185 -5.791 -6.316
H -1.233 -1.253 -1.628
H 5.471 -0.815 -4.082
H 0.741 -4.884 -0.093
H 5.595 -1.807 0.757
H -7.568 -1.285 -3.995
H -4.893 -3.022 -2.380
H -4.029 -1.385 3.073
H 4.394 -4.438 -0.090
H 2.984 -2.198 7.339
H -3.243 -0.957 5.609
H 2.450 1.039 -2.750
H 0.304 -2.273 -7.049
H 2.874 -4.582 -2.929
H -3.521 4.754 3.324
H -1.815 1.331 7.234
H -2.095 -1.792 -0.237
H -5.435 -4.021 -5.427
H 1.218 8.082 0.257
H 4.383 -3.840 -1.702
H 5.271 0.252 -2.768
H -2.076 5.710 3.656
H -1.195 2.865 1.469
H 1.833 -0.415 -2.028
H -8.156 -2.924 -4.407

Output
Charge: 0
Orbital gap in eV: 7.6
DFT total energy in hartree: -4381.07998
Molecular weight in g mol⁻¹: 1139.0
Structure (SMILES): O=C1C=C(O)C(=O)C=C1O.O=C1C=C(O)C(=O)C=C1O.O=C1C=C(O)C(=O)C=C1O.O=C1C=C(O)C(=O)C=C1O.COP(=O)(OC)OC.CN(C)C=O.CN(C)C=O.CN(C)C=O.CN(C)C=O.CN(C)C=O.CN(C)C=O

C45H69BN4O11S | ωB97M-V/def2-TZVPD

Geometry (Å):
S -0.221 -6.253 -6.511
O -9.961 -4.868 2.080
O -6.723 -1.377 -0.089
O 0.269 1.521 -4.639
O 4.723 4.453 3.716
O 0.778 7.652 0.617
O -0.555 -6.970 0.605
O 6.084 -3.040 2.101
O -1.896 -1.453 -1.231
O -4.876 -0.078 -0.837
O 1.780 -0.234 -7.419
O -9.093 1.349 -0.880
N 2.054 4.249 0.053
N -0.213 -4.803 1.425
N 1.298 -5.381 -4.116
N 3.689 -0.017 -5.778
C -10.405 0.887 -1.172
C 0.573 1.268 -2.157
C -0.622 -0.205 1.587
C -0.783 -1.021 -1.613
C 1.333 2.985 -0.292
C 0.699 -0.849 -3.838
C 2.546 -6.008 4.046
C 3.465 -4.758 4.048
C -2.224 -0.346 1.611
C -8.167 -3.465 1.283
C -0.032 0.697 0.416
C 0.690 2.049 0.788
C -0.503 -4.242 -1.678
C 1.555 -1.436 -4.996
C -0.826 7.660 -1.183
C 4.545 5.010 0.077
C 5.914 5.047 -0.811
C 1.054 -3.925 -3.979
C 0.686 -5.766 -5.210
C -4.543 0.121 0.564
C -3.025 0.709 0.712
C 5.897 6.521 4.114
C 3.408 4.127 -0.621
C 8.168 -4.251 2.037
C -9.175 -3.720 2.386
C 0.503 8.182 -0.675
C 0.200 -3.351 -2.798
C -0.082 0.319 -1.083
C -0.140 -5.800 0.343
C 7.258 -3.346 2.843
C 0.857 2.551 2.314
C 3.146 -3.487 3.188
C 6.989 3.931 -0.342
C 0.041 -1.797 -2.766
C 1.713 -2.980 -5.051
C 0.499 0.746 -3.684
C 0.995 -4.787 2.276
C 0.378 -5.482 -1.153
C 1.278 -6.041 3.147
C 1.888 -3.499 2.274
C -5.985 -0.928 -1.009
C 4.576 5.782 4.203
C -10.879 -0.064 -0.091
C 1.278 2.597 -1.797
C -6.417 -1.344 -2.515
B 2.320 -0.558 -6.133
H 0.548 -6.930 3.103
H 6.252 6.549 3.081
H 1.094 1.645 2.987
H 6.666 6.012 4.703
H 1.650 -2.569 1.652
H 0.805 6.688 0.536
H 0.060 -6.401 -1.775
H 3.817 6.282 3.597
H -10.876 0.431 0.883
H -7.503 -4.326 1.159
H 2.342 -3.470 -5.865
H 6.966 -3.824 3.784
H -0.171 -1.262 1.444
H -5.286 0.847 1.035
H 4.384 -0.765 -5.928
H -7.563 -2.585 1.503
H -8.672 -3.884 3.344
H -10.209 -0.926 -0.013
H 6.583 3.386 0.592
H 5.675 4.861 -1.927
H -1.633 7.933 -0.498
H 8.029 4.369 -0.121
H -0.656 -3.547 -0.767
H 3.376 4.454 -1.731
H -6.646 -2.474 -2.588
H -9.850 -2.868 2.492
H -1.086 -4.857 1.962
H -11.890 -0.422 -0.301
H -8.675 -3.314 0.327
H 9.077 -4.489 2.594
H 4.220 5.741 5.237
H 1.318 7.902 -1.351
H -1.052 8.065 -2.173
H -9.359 -5.619 1.997
H -2.583 -0.329 2.700
H 4.873 4.638 1.119
H 3.777 3.034 -0.649
H 5.637 -3.875 1.906
H -3.123 1.719 1.248
H -4.589 -0.876 1.147
H 2.557 0.119 -7.924
H -2.645 0.827 -0.354
H 3.729 0.245 -4.775
H -1.518 -4.643 -2.060
H 7.764 -2.406 3.077
H 1.506 -5.334 -1.221
H 1.606 5.034 -0.463
H -0.026 3.170 2.683
H 5.389 4.015 4.262
H -5.561 -1.060 -3.214
H 5.796 7.546 4.480
H 7.083 3.135 -1.174
H -0.284 0.123 2.638
H -10.395 0.393 -2.150
H 2.799 -6.910 4.701
H -7.413 -0.827 -2.791
H -11.064 1.756 -1.232
H -2.474 -1.392 1.207
H -8.514 0.574 -0.837
H 0.481 9.271 -0.595
H -0.816 6.567 -1.244
H 1.824 3.182 2.320
H 4.414 -4.742 4.688
H 8.447 -3.773 1.094
H 1.744 3.246 -2.605
H 3.788 -2.547 3.178
H 4.196 6.110 0.138
H 6.422 6.079 -0.760
H 7.657 -5.185 1.782

Output
Charge: 0
Orbital gap in eV: 7.6
DFT total energy in hartree: -3225.24412
Energy relative to the best compared isomer or geometry (same formula, charge and spin) in eV: 15.7883
Molecular weight in g mol⁻¹: 884.9
Structure (SMILES): CCCCNc1cc2c(c(CCCCOC(C)=O)c1C)C(=O)c1c(CCC(=O)Nc3ccccc3)c(N=C=S)cc(B(N)O)c1C2=O.CCO.CCO.CCO.CCO.CCO

- Among the records above, which one has the highest molecular weight?
  C45H67N6O26P